No. 1
Molecular formula: C14H28Br14
Method: DFT, ωB97M-V with the def2-TZVPD basis set

energy relative to the best compared isomer or geometry (same formula, charge and spin)	9.3	kcal/mol
structure (SMILES)	BrCCBr.BrCCBr.BrCCBr.BrCCBr.BrCCBr.BrCCBr.BrCCBr

Cartesian coordinates (Å):
C: -4.010 -5.883 -33.405
C: 0.375 -2.826 -36.346
H: 0.399 -3.055 -31.672
Br: 1.742 0.768 -35.919
H: 1.633 -5.792 -31.707
C: -3.004 -6.856 -32.820
C: 1.262 -6.940 -26.808
H: -4.707 -6.472 -33.991
H: 2.931 -1.347 -33.946
C: 1.879 -2.934 -36.236
Br: 2.938 -4.273 -33.102
H: -0.754 -6.701 -27.503
H: -0.130 -3.757 -36.583
Br: -0.348 -2.327 -34.593
H: 2.605 1.749 -33.789
C: 5.018 -3.166 -29.529
C: 1.320 -4.897 -32.241
Br: 2.655 -3.477 -37.937
H: 1.411 0.454 -33.450
C: 0.865 -3.907 -31.180
Br: -4.028 -8.007 -31.626
H: -1.415 -2.715 -26.369
H: 1.682 -3.550 -30.561
Br: 4.102 -0.252 -32.039
H: 2.335 -1.977 -36.023
Br: -0.651 -4.771 -30.241
C: -1.407 -0.890 -27.656
Br: -3.357 -0.587 -27.442
C: 0.017 -6.139 -26.982
H: 5.427 -3.506 -30.479
H: 0.077 -2.038 -37.032
C: 3.356 -0.353 -33.881
H: 6.961 -3.145 -28.539
Br: -3.156 -4.663 -34.703
Br: -0.817 -5.651 -25.235
H: 1.090 -7.845 -26.232
Br: 0.820 -2.561 -27.449
C: -1.116 -2.337 -27.341
H: -1.618 -2.961 -28.078
C: 6.073 -2.532 -28.643
C: 2.288 0.740 -34.021
Br: 6.533 -0.764 -29.310
H: -4.535 -5.281 -32.672
H: 5.619 -2.353 -27.672
Br: 4.366 -4.720 -28.586
H: 0.536 -5.088 -32.965
H: 4.119 -0.228 -34.644
Br: 2.029 -7.353 -28.550
H: 2.020 -6.360 -26.284
H: 0.209 -5.210 -27.505
H: -1.048 -0.604 -28.641
H: -2.116 -6.535 -32.289
H: -1.001 -0.156 -26.966
H: 2.080 -3.646 -35.444
H: -2.641 -7.439 -33.668
H: 4.210 -2.489 -29.795

---

No. 2
Molecular formula: C14H28BrGeNO3PRbS4SeTe
Method: DFT, ωB97M-V with the def2-TZVPD basis set

energy relative to the best compared isomer or geometry (same formula, charge and spin)	16.5	kcal/mol
charge	-2

Cartesian coordinates (Å):
H: 4.709 -1.554 -0.563
C: 4.777 -2.643 -0.593
C: 2.235 6.439 -0.196
H: 2.529 7.395 0.216
H: -2.171 -2.327 -0.023
H: 3.536 -4.370 -0.214
H: -1.681 3.341 0.880
Rb: 2.128 0.485 -0.215
O: 2.470 -2.936 -1.208
C: -2.939 1.002 -0.537
S: 5.430 1.688 -0.510
H: 0.171 7.008 -0.536
H: -3.363 1.983 -0.317
C: 2.686 4.173 -0.793
C: 0.632 5.001 -1.152
N: 1.460 3.992 -1.282
H: -3.993 -1.297 2.840
S: 3.805 2.469 2.375
H: -1.393 -6.605 -0.802
H: -0.742 -6.170 0.793
C: 3.126 5.391 -0.277
H: 3.104 -2.938 0.750
H: -0.125 2.771 1.548
H: -6.052 -0.304 -1.024
H: 0.950 -5.692 -0.992
H: -3.773 -3.053 0.168
O: 0.462 -3.958 -0.017
Se: -1.037 1.075 -0.021
O: 1.025 -1.617 0.482
H: -0.229 -4.634 -1.818
H: -3.307 -2.289 -1.362
C: -3.547 -0.436 2.347
H: -1.884 -5.096 -0.016
C: -3.224 -2.228 -0.280
C: 0.088 -5.026 -0.833
H: -1.657 2.126 2.204
S: 5.426 2.870 1.122
P: 0.937 -2.514 -0.695
Te: -0.201 -2.012 -2.664
S: 2.258 3.718 2.013
H: -6.236 0.602 0.470
C: -1.154 2.485 1.303
C: -5.854 -0.320 0.043
Br: -1.127 4.709 -1.839
H: -2.474 -0.471 2.515
Ge: -3.880 -0.491 0.391
H: -6.405 -1.149 0.478
H: -2.961 0.853 -1.620
C: -1.057 -5.783 -0.174
H: 5.075 -2.940 -1.599
H: 4.141 5.479 0.081
C: 3.436 -3.272 -0.243
H: -3.941 0.466 2.809
H: 5.526 -2.969 0.125
H: 3.365 3.341 -0.922
C: 0.921 6.235 -0.621

---

No. 3
Molecular formula: C14H28Cl14
Method: DFT, ωB97M-V with the def2-TZVPD basis set

energy relative to the best compared isomer or geometry (same formula, charge and spin)	13.1	kcal/mol
structure (SMILES)	ClCCCl.ClCCCl.ClCCCl.ClCCCl.ClCCCl.ClCCCl.ClCCCl

Cartesian coordinates (Å):
H: 0.092 3.381 2.418
Cl: -0.708 6.323 -3.851
H: -1.698 -0.040 4.435
Cl: 1.128 -3.161 -1.707
H: 0.602 -0.489 -1.297
H: -1.872 3.808 3.828
Cl: -0.898 5.204 1.352
Cl: -2.268 1.573 3.321
Cl: -0.012 -1.584 3.815
H: 4.128 2.893 -1.844
H: -0.827 -4.640 2.815
H: -2.983 3.622 2.371
Cl: 3.091 -0.347 -3.217
C: -0.607 -4.349 1.787
C: -0.361 -0.197 -0.891
H: 0.009 -1.153 0.959
H: 0.606 -5.954 1.051
C: -0.894 5.468 -2.317
Cl: -1.918 -3.276 1.233
C: -0.321 -0.179 0.623
H: -1.288 6.131 -1.553
Cl: -0.902 -2.972 -4.284
C: 0.395 4.746 -1.949
H: 3.706 0.691 -1.152
C: -0.407 -5.580 0.930
Cl: 2.984 3.041 -3.912
C: 3.920 2.180 -2.638
H: -0.590 -5.325 -0.110
C: -1.353 -0.997 4.812
C: 3.178 0.990 -2.064
C: -2.552 -1.959 4.701
H: 4.841 1.825 -3.090
H: 0.700 4.208 -2.844
H: -1.133 -0.869 -1.258
H: 2.388 -4.211 -3.320
Cl: 0.995 0.944 1.167
C: 1.311 -4.077 -3.206
H: 0.318 -3.791 1.933
C: 0.818 -3.350 -4.439
C: -2.083 3.313 2.886
Cl: 1.731 5.854 -1.539
H: 0.951 -3.935 -5.345
Cl: -3.854 -1.412 5.742
H: -2.310 -2.975 4.996
Cl: -1.480 -6.915 1.415
H: -1.609 4.653 -2.459
H: -1.193 0.184 1.154
H: 1.316 -2.387 -4.536
H: 2.214 1.247 -1.627
Cl: -0.635 1.408 -1.636
H: -0.979 -0.966 5.830
H: 0.256 4.023 -1.152
C: -0.879 3.518 1.959
H: -2.881 -1.920 3.666
H: 0.835 -5.047 -3.089
H: -1.018 2.831 1.127

---

Highest occupied orbital energy per entry: -10.12; -0.65; -10.39 eV
Frontier orbital gap per entry: 10.29; 4.49; 10.71 eV
Strongest force on any atom per entry: 0.0261; 0.0468; 0.0262 Eh/bohr